Entry 1:
Entry from the Open Molecules 2025 dataset: a molecular structure, H8O16S3Zn at a distorted geometry (ωB97M-V/def2-TZVPD).

orbital gap	2.6765	eV
charge	-4
HOMO level	0.1548	hartree

Structure (XYZ):
```
28
H8O16S3Zn | the Open Molecules 2025 dataset | ωB97M-V/def2-TZVPD
Zn 0.928 -0.371 -0.288
S -1.790 -3.509 0.733
O -0.583 -3.162 0.059
O -2.913 -3.116 -0.095
O -1.858 -4.934 0.872
O -1.883 -2.880 2.015
S -3.369 1.233 -0.163
O -1.968 0.925 -0.403
O -3.780 0.701 1.131
O -3.424 2.677 -0.090
O -4.222 0.652 -1.213
S 0.776 0.546 4.255
O 1.104 -0.602 5.086
O 1.145 0.195 2.849
O -0.638 0.837 4.333
O 1.576 1.559 4.882
O 2.268 2.558 -0.964
H 3.167 2.850 -1.116
H 1.766 3.367 -0.865
O 1.202 -0.709 -3.268
H 1.901 -1.156 -3.746
H 0.464 -0.699 -3.877
O -0.832 2.654 -3.717
H -1.480 2.387 -3.065
H 0.012 2.524 -3.283
O 3.807 -1.362 -0.155
H 4.050 -1.535 0.754
H 4.572 -1.629 -0.664
```

Entry 2:
Entry from the Open Molecules 2025 dataset: a molecular structure, C4H6ReS2SbSe4 (ωB97M-V/def2-TZVPD).

orbital gap	5.7325	eV
charge	+2
HOMO level	-0.5846	hartree

Structure (XYZ):
```
18
C4H6ReS2SbSe4 | the Open Molecules 2025 dataset | ωB97M-V/def2-TZVPD
Re 0.032 -0.049 0.342
C 0.429 -3.659 -2.508
C 0.620 -2.531 -1.571
S -0.577 -2.159 -0.492
C 1.889 -1.801 -1.571
C 2.972 -2.175 -2.513
S 2.161 -0.589 -0.477
H -0.542 -4.131 -2.377
H 1.215 -4.401 -2.348
H 0.530 -3.315 -3.540
H 2.716 -2.994 -3.171
H 3.872 -2.434 -1.946
H 3.239 -1.306 -3.121
Se -3.882 2.171 2.365
Sb -1.761 2.960 2.131
Se -0.070 0.118 2.534
Se -0.923 1.632 -0.738
Se -0.043 4.431 2.399
```

Entry 3:
Entry from the Open Molecules 2025 dataset: 2 unconnected molecules or ions with the total composition C4H13NO2S at a distorted geometry (ωB97M-V/def2-TZVPD).

orbital gap	9.3414	eV
HOMO level	-0.3241	hartree

Structure (XYZ):
```
21
C4H13NO2S | the Open Molecules 2025 dataset | ωB97M-V/def2-TZVPD
C 1.773 0.313 -1.344
N 0.314 0.035 -1.084
C -0.211 -0.232 0.318
C 0.384 0.685 1.342
O -0.653 1.174 2.367
C -0.033 -1.773 0.580
S -0.711 -2.353 2.209
H 1.830 1.390 -1.591
H 2.513 -0.103 -0.716
H 1.899 -0.231 -2.322
H -0.168 -0.584 -1.650
H -1.348 -0.246 0.089
H 1.101 0.265 2.043
H 0.809 1.741 0.937
H -1.300 1.562 1.692
H 1.175 -1.906 0.551
H -0.529 -2.630 -0.153
H -1.881 -1.831 1.850
O -1.814 1.852 -1.528
H -0.932 1.815 -1.903
H -2.217 1.055 -1.689
```

Entry 4:
Entry from the Open Molecules 2025 dataset: CH4N2O in the gas phase at a distorted geometry (ωB97M-V/def2-TZVPD).

orbital gap	10.6123	eV
HOMO level	-0.3567	hartree

Structure (XYZ):
```
8
CH4N2O | the Open Molecules 2025 dataset | ωB97M-V/def2-TZVPD
N -1.249 -0.992 -0.008
N -0.285 -0.249 0.512
C 0.386 0.460 -0.458
O 1.489 1.019 -0.196
H -1.418 -1.929 0.310
H -2.067 -0.633 0.452
H 0.160 -0.256 1.393
H -0.165 0.590 -1.365
```